[1]
{"formula": "C30H32ClEuN3SSi2", "method": "ωB97M-V/def2-TZVPD", "s_squared": 15.793, "multiplicity": 8, "total_charge": 0, "symbols": ["C", "C", "C", "H", "C", "C", "H", "H", "H", "H", "Eu", "Si", "C", "C", "H", "C", "H", "C", "H", "C", "H", "C", "H", "C", "C", "H", "C", "H", "C", "H", "C", "H", "C", "H", "H", "Si", "C", "C", "H", "C", "H", "C", "H", "C", "H", "C", "H", "C", "C", "H", "C", "H", "C", "H", "C", "H", "C", "H", "H", "Cl", "N", "N", "C", "N", "S", "H", "H", "H", "H", "H"], "xyz": [[-2.035, -1.208, 5.195], [-2.917, -0.754, 4.175], [-3.089, -1.816, 3.224], [-3.400, 0.224, 4.159], [-2.265, -2.912, 3.664], [-1.616, -2.524, 4.872], [-0.949, -3.157, 5.461], [-1.745, -0.674, 6.106], [-3.774, -1.803, 2.380], [-2.262, -3.909, 3.222], [-0.721, -0.933, 2.474], [-0.874, -0.606, -2.240], [-0.316, 0.995, -3.231], [0.988, 1.158, -3.739], [1.778, 0.447, -3.464], [1.365, 2.204, -4.612], [2.392, 2.254, -5.013], [0.456, 3.194, -4.983], [0.761, 4.034, -5.648], [-0.856, 3.079, -4.481], [-1.559, 3.878, -4.733], [-1.232, 1.975, -3.680], [-2.286, 1.926, -3.374], [0.241, -1.752, -3.202], [-0.018, -1.621, -4.575], [-0.646, -0.808, -4.934], [0.585, -2.478, -5.497], [0.345, -2.365, -6.542], [1.476, -3.457, -5.070], [1.867, -4.195, -5.777], [1.803, -3.523, -3.724], [2.513, -4.257, -3.378], [1.220, -2.660, -2.791], [1.578, -2.694, -1.774], [-2.314, -0.578, -2.456], [1.813, 1.339, -0.484], [1.070, -0.489, -0.376], [-0.406, -0.876, -0.346], [-1.305, -0.150, -0.106], [-0.822, -2.158, 0.258], [-1.898, -2.386, 0.187], [0.043, -2.992, 0.956], [-0.368, -3.813, 1.542], [1.409, -2.672, 0.910], [2.109, -3.316, 1.455], [1.869, -1.534, 0.180], [2.943, -1.480, 0.075], [0.335, 2.557, -0.611], [-0.718, 2.253, 0.244], [-0.694, 1.380, 0.904], [-1.788, 3.119, 0.441], [-2.468, 2.901, 1.261], [-1.861, 4.299, -0.313], [-2.624, 5.034, -0.067], [-0.926, 4.531, -1.323], [-1.015, 5.404, -1.979], [0.193, 3.699, -1.426], [0.960, 3.973, -2.132], [3.049, 1.766, -1.095], [2.298, 1.434, 1.591], [1.759, -0.769, 4.015], [1.814, -0.108, 5.301], [0.953, 0.902, 5.535], [1.162, 1.441, 6.791], [-0.216, 1.371, 4.373], [2.241, -0.142, 3.347], [2.336, -1.611, 4.126], [2.274, -0.610, 6.065], [0.601, 2.223, 7.120], [1.382, 0.797, 7.566]], "forces_ev_per_a": [[0.08, -0.30, -0.41], [0.06, -0.47, 0.03], [0.33, -0.18, 1.01], [0.06, -0.35, -0.04], [-0.54, 0.46, -0.08], [-0.33, 0.21, -0.54], [-0.25, 0.23, -0.18], [-0.11, -0.08, -0.57], [0.14, -0.10, 0.16], [0.14, 0.35, 0.09], [0.79, 0.35, 1.51], [2.41, 0.42, -0.28], [-0.34, 0.85, -0.31], [0.57, 0.26, -0.04], [-0.37, 0.10, -0.13], [0.16, -0.22, 0.22], [-0.56, -0.17, 0.38], [-0.47, -0.12, 0.25], [-0.35, -0.77, 0.64], [0.49, -0.27, -0.15], [-0.03, -0.50, 0.14], [-0.12, 0.44, 0.04], [0.44, -0.03, -0.01], [-0.57, -0.19, -0.51], [0.54, -0.79, -0.35], [-0.11, -0.35, -0.02], [-0.14, 0.28, 0.19], [0.02, -0.07, -0.19], [-0.32, -0.16, -0.09], [0.02, 0.37, 0.22], [-0.05, 0.29, 0.16], [0.17, -0.09, 0.04], [-0.16, -0.28, -0.57], [-0.34, -0.14, 0.13], [-0.52, -0.36, 0.01], [-2.77, -1.60, 1.24], [-0.67, 0.96, 0.63], [-1.46, 1.59, -1.35], [1.75, -0.35, 0.20], [-1.50, 0.22, -1.33], [0.53, 0.03, 0.02], [0.65, -0.65, 0.41], [0.33, -0.01, -0.32], [-0.18, 0.68, -0.28], [-0.03, 0.30, -0.41], [0.79, -0.81, 0.77], [0.25, 0.25, 0.09], [0.51, -0.11, -0.47], [-0.34, 0.29, 0.83], [0.33, 0.49, -0.32], [0.41, 0.51, -0.26], [-0.15, 0.17, -0.27], [-0.15, -0.48, 0.17], [-0.02, -0.14, -0.30], [0.29, 0.04, 0.42], [0.07, -0.32, 0.35], [-0.18, -0.23, 0.49], [0.17, -0.12, -0.18], [0.35, -0.15, -0.56], [0.40, 0.53, 0.00], [0.51, -0.06, 0.61], [-0.23, -0.58, -0.87], [-0.51, -0.11, -0.09], [-0.54, -0.03, 0.57], [1.32, 0.62, 1.44], [-0.15, -0.48, 0.38], [-0.33, 0.38, -0.27], [-0.17, 0.48, -0.59], [-0.04, -0.43, -0.63], [0.00, 0.48, -0.87]]}



[2]
{"formula": "C4H7O4", "method": "ωB97M-V/def2-TZVPD", "multiplicity": 1, "relative_energy_kcal_mol": 164.6, "total_charge": -1, "symbols": ["O", "C", "O", "C", "C", "C", "O", "H", "H", "H", "H", "H", "H", "H", "O"], "xyz": [[0.465, 2.426, -0.579], [0.774, 1.234, 0.006], [0.892, 1.028, 1.438], [-0.292, 0.205, -0.441], [0.143, -1.239, -0.454], [0.251, -1.953, -1.647], [-0.225, -1.608, -2.815], [-1.068, 0.328, 0.331], [-0.660, 0.580, -1.368], [0.456, -1.668, 0.516], [1.715, 0.790, -0.414], [0.696, -2.971, -1.530], [-1.948, 1.132, 2.498], [0.021, 1.142, 1.875], [-1.218, 0.574, 2.582]], "forces_ev_per_a": [[0.55, -3.53, 2.08], [2.98, 4.29, 2.03], [1.98, 0.96, -3.63], [-2.24, -5.48, -1.23], [-0.90, 4.27, 1.32], [-1.61, -0.51, -4.35], [1.94, -0.99, 4.05], [0.28, 0.32, 0.77], [-0.17, -0.35, -0.90], [-0.10, 0.22, -0.76], [-0.51, 0.55, 0.20], [-0.15, 0.38, -0.36], [-1.98, 1.46, -0.13], [-1.78, -0.36, 1.23], [1.72, -1.23, -0.30]]}



[3]
{"formula": "C2H2N2OS", "method": "ωB97M-V/def2-TZVPD", "multiplicity": 1, "relative_energy_kcal_mol": 35.9, "total_charge": 0, "symbols": ["C", "C", "H", "H", "N", "N", "O", "S"], "xyz": [[0.092, 0.051, 0.191], [-1.555, -0.602, -0.744], [0.561, 0.071, 2.265], [-2.363, -1.144, -1.229], [-1.051, -0.622, 0.431], [0.308, 0.543, -0.988], [-0.869, 0.065, -1.627], [1.421, 0.276, 1.200]], "forces_ev_per_a": [[1.47, 1.12, -0.51], [-0.72, -0.45, -1.39], [1.13, 0.18, -0.30], [-0.33, 0.19, 0.82], [-0.28, -0.74, 0.65], [-1.98, -0.77, -0.61], [0.66, 0.67, -1.55], [0.05, -0.21, 2.90]]}



[4]
{"formula": "C4H10O2", "method": "ωB97M-V/def2-TZVPD", "s_squared": 0.755, "multiplicity": 2, "relative_energy_kcal_mol": 66.1, "total_charge": 1, "symbols": ["C", "O", "C", "C", "C", "O", "H", "H", "H", "H", "H", "H", "H", "H", "H", "H"], "xyz": [[0.733, -0.369, -1.366], [0.707, -1.164, -2.516], [-0.316, -0.858, -0.377], [-0.949, 0.458, 0.263], [-0.061, 1.095, 1.322], [-0.364, 0.418, 2.534], [1.790, -0.284, -1.012], [0.609, 0.599, -1.885], [0.812, -2.132, -2.397], [0.158, -1.525, 0.331], [-1.189, -1.260, -0.901], [-1.882, 0.164, 0.752], [-1.119, 1.174, -0.533], [-0.221, 2.169, 1.496], [1.005, 0.876, 1.101], [0.287, 0.637, 3.188]], "forces_ev_per_a": [[0.58, 0.97, -2.60], [0.16, -0.47, 0.17], [-0.76, 0.77, 0.37], [1.15, 0.69, 0.32], [0.02, -1.19, 0.77], [-0.43, -0.21, -0.64], [-0.30, -0.48, 0.58], [-0.43, 0.08, 0.98], [-0.09, 0.13, 0.39], [-0.41, -0.22, 0.32], [0.51, -0.54, -0.04], [-0.07, -0.17, -0.28], [-0.39, -0.02, -0.13], [0.06, -0.06, -0.62], [-0.10, 0.59, -0.21], [0.49, 0.15, 0.63]]}



[5]
{"formula": "C3H4N2O3", "method": "ωB97M-V/def2-TZVPD", "multiplicity": 1, "relative_energy_kcal_mol": 88.8, "smiles": "Nc1cn(O)c(=O)o1", "total_charge": 0, "symbols": ["N", "C", "C", "N", "O", "C", "O", "O", "H", "H", "H", "H"], "xyz": [[0.701, -2.246, 0.368], [0.155, -0.884, 0.193], [0.799, 0.326, 0.002], [-0.256, 1.043, -0.698], [-0.188, 2.401, -0.313], [-1.486, 0.381, -0.213], [-2.500, 0.941, 0.089], [-1.194, -0.876, 0.195], [0.398, -2.531, 1.367], [1.800, -2.005, 0.232], [1.832, 0.474, -0.072], [-0.061, 2.976, -1.151]], "forces_ev_per_a": [[1.63, 3.41, 1.02], [3.62, -1.84, 1.17], [-4.03, -3.67, -1.10], [0.28, 0.12, 1.13], [-0.40, 1.54, -1.70], [-0.31, 3.01, 1.45], [0.36, -0.53, -1.20], [0.22, 0.48, -1.25], [1.27, 0.30, -2.02], [-3.24, -1.47, 1.11], [1.08, 0.47, -0.36], [-0.48, -1.82, 1.75]]}



[6]
{"formula": "C2H11IN5", "method": "ωB97M-V/def2-TZVPD", "multiplicity": 1, "relative_energy_kcal_mol": 27.6, "total_charge": 1, "symbols": ["C", "C", "N", "N", "N", "N", "N", "I", "H", "H", "H", "H", "H", "H", "H", "H", "H", "H", "H"], "xyz": [[-0.983, -0.568, 0.044], [-0.415, 1.817, -0.043], [-0.790, -0.670, 1.314], [-0.092, -1.112, -0.789], [1.976, -2.596, -0.138], [0.614, 2.378, 0.460], [-1.253, 2.547, -0.822], [-3.093, -0.576, -0.625], [-1.589, -0.553, 1.941], [-0.125, -1.303, 1.734], [0.846, -1.525, -0.516], [-0.339, -0.642, -1.681], [2.584, -2.021, 0.456], [1.523, -3.280, 0.456], [0.784, 3.413, 0.329], [1.186, 1.978, 1.167], [-1.085, 3.382, -1.335], [-2.203, 2.277, -0.966], [2.455, -2.946, -0.985]], "forces_ev_per_a": [[0.32, -0.63, -1.80], [-3.58, -0.98, -1.18], [-1.20, -0.80, 4.10], [-2.69, 2.46, -1.43], [0.66, 0.81, 0.21], [1.77, 3.47, -0.18], [0.55, -0.63, 0.41], [1.23, 0.42, 0.28], [0.44, 0.22, -0.44], [0.40, 0.08, -0.49], [-0.16, -0.08, -0.21], [1.25, -1.31, 0.16], [0.14, -0.63, -0.55], [0.36, -0.45, -0.49], [-0.10, -1.40, 0.18], [0.27, -0.66, 0.22], [0.82, 1.09, 0.08], [-0.13, -0.91, -0.02], [-0.35, -0.05, 1.15]]}



[7]
{"formula": "C7H6N2OS", "method": "ωB97M-V/def2-TZVPD", "multiplicity": 1, "relative_energy_kcal_mol": 19.2, "total_charge": 0, "symbols": ["C", "C", "C", "C", "C", "C", "C", "N", "N", "O", "S", "H", "H", "H", "H", "H", "H"], "xyz": [[0.913, 1.668, 2.498], [1.650, 2.359, 1.596], [0.435, 0.430, 0.761], [-1.630, -1.885, -1.132], [-0.925, -1.438, -2.167], [-1.226, -1.329, 0.187], [0.157, -0.501, -1.845], [0.240, 0.596, 2.017], [-0.145, -0.505, -0.016], [-1.745, -1.549, 1.252], [1.531, 1.634, 0.035], [0.827, 1.909, 3.544], [2.253, 3.232, 1.734], [-2.452, -2.579, -1.196], [-1.092, -1.716, -3.198], [1.176, -0.861, -1.938], [0.033, 0.535, -2.131]], "forces_ev_per_a": [[0.50, 0.64, -0.17], [0.04, -0.05, -0.03], [0.64, 1.09, 0.02], [0.04, 0.01, -0.37], [-0.33, -0.30, 0.00], [0.11, 0.14, 0.28], [-0.54, 0.14, 4.61], [-0.60, -0.76, 0.30], [0.84, -0.44, -5.16], [-0.26, -0.18, 0.03], [-0.50, -0.45, 0.45], [0.02, 0.08, 0.10], [0.15, 0.18, 0.14], [-0.07, -0.05, 0.03], [-0.06, -0.10, -0.03], [0.04, -0.02, -0.09], [-0.04, 0.09, -0.11]]}



[8]
{"formula": "C6H3NO2S", "method": "ωB97M-V/def2-TZVPD", "multiplicity": 1, "relative_energy_kcal_mol": 121.5, "total_charge": 0, "symbols": ["C", "C", "C", "C", "C", "C", "N", "O", "O", "S", "H", "H", "H"], "xyz": [[1.568, -0.128, -0.219], [0.833, -0.479, 0.814], [-1.195, 0.328, -1.119], [-1.642, -0.443, -0.203], [-0.143, -0.788, 1.586], [-1.430, -1.034, 0.945], [-0.724, 0.772, -2.177], [0.523, 1.109, -2.290], [0.859, 2.332, 0.048], [1.606, 1.516, -0.885], [2.038, -0.842, -0.776], [-0.044, -0.826, 2.772], [-2.248, -1.516, 1.505]], "forces_ev_per_a": [[-1.46, 0.95, 1.99], [1.54, 0.89, -1.15], [0.57, -0.77, -0.33], [-0.43, 0.71, -0.44], [0.32, -0.36, 3.82], [-1.91, 0.04, 0.60], [-2.94, -0.58, 0.59], [3.32, 1.26, -0.24], [-0.13, 0.45, 0.12], [-0.99, -0.68, -0.32], [1.57, -1.78, -1.49], [-0.18, -0.06, -2.82], [0.72, -0.08, -0.34]]}



Respective DFT total energy values: -3474.127042, -457.407847, -660.290424, -308.475506, -451.838240, -653.985888, -853.230108, -833.581574 Eh.